<P>
The following is a DFT calculation (ωB97M-V/def2-TZVPD) of 7 unconnected molecules or ions with the total composition H12O5S2.

Last column: natural (NBO) charge in e.
Geometry (Å):
1 S 1.5551 -1.9454 0.1520  -0.23
2 S -0.7124 1.7387 -0.6764  -0.17
3 H 1.9100 -2.1589 1.4082  0.11
4 H -0.3298 2.9855 -1.0407  0.14
5 H -0.4510 -1.6148 0.9891  0.47
6 H -1.2239 -0.9161 2.0518  0.50
7 O -1.3414 -1.3092 1.1905  -0.99
8 H 0.0455 1.2988 2.1036  0.49
9 H -0.7674 0.3944 1.2213  0.48
10 O -0.5454 0.5436 2.1270  -0.96
11 H 1.4472 1.6994 -0.5272  0.48
12 H 1.4252 0.3289 0.2417  0.50
13 O 1.6188 1.2895 0.3352  -0.81
14 H -2.6204 0.4589 -0.8748  0.44
15 H -2.2942 -0.8643 -0.4959  0.48
16 O -3.0507 -0.3722 -0.7148  -0.91
17 H 1.2075 0.8148 -1.8916  0.46
18 H 1.9115 -0.0043 -3.0497  0.49
19 O 2.0305 0.3503 -2.1695  -0.95

- Kohn-Sham gap: 0.1405 Ha

<Q>
The following is a DFT calculation (ωB97M-V/def2-TZVPD) of 6 unconnected molecules or ions with the total composition H12O5S2.

Last column: natural (NBO) charge in e.
Geometry (Å):
1 S 2.2089 -0.2543 -0.2485  -0.12
2 S 4.2405 0.0635 -0.6400  -0.14
3 H 2.2892 -1.5588 -0.5408  0.14
4 H 4.4808 0.8473 0.3942  0.13
5 O -2.2458 1.1292 1.8633  -0.98
6 H -3.1074 0.9923 1.4463  0.49
7 H -1.9292 0.2836 2.1986  0.49
8 O -4.5028 1.4776 -0.5525  -0.94
9 H -5.2666 0.8803 -0.5088  0.47
10 H -4.6120 1.8674 -1.4272  0.47
11 O -1.9708 -1.8448 1.9536  -0.98
12 H -1.5531 -1.6303 1.1070  0.50
13 H -1.7863 -2.7710 2.1244  0.48
14 O -1.0761 1.3499 -0.6160  -0.97
15 H -1.3096 2.0512 -1.2357  0.47
16 H -1.0274 1.7830 0.2457  0.51
17 O -0.8949 -1.5289 -0.9741  -0.98
18 H -0.8263 -0.5607 -1.0464  0.51
19 H -1.5825 -1.7531 -1.6080  0.47

- Kohn-Sham gap: 0.3251 Ha
- SMILES: SS.O.O.O.O.O

<R>
The following is a DFT calculation (ωB97M-V/def2-TZVPD) of 6 unconnected molecules or ions with the total composition H12O5S2.

Last column: natural (NBO) charge in e.
Geometry (Å):
1 S -0.2689 -0.2827 4.4013  -0.13
2 S -2.1697 0.1797 3.5167  -0.18
3 H -0.4478 -1.6126 4.5438  0.14
4 H -2.3236 -0.1358 2.1764  0.18
5 O 0.1820 -0.1839 -1.8451  -0.96
6 H 0.5113 -0.7840 -2.5188  0.48
7 H 1.0020 -0.1404 -1.2698  0.48
8 O -0.9087 0.1732 -4.5366  -0.96
9 H -1.0798 0.6282 -3.7275  0.49
10 H -1.3441 -0.6987 -4.5941  0.47
11 O 2.5950 1.4490 -1.1284  -0.97
12 H 3.2590 2.0872 -0.7766  0.48
13 H 1.9902 1.2166 -0.3984  0.48
14 O -1.6094 -1.3512 0.3513  -0.98
15 H -1.1358 -1.7967 1.0445  0.47
16 H -1.0217 -1.1696 -0.4218  0.51
17 O 1.2946 0.8461 1.5321  -0.98
18 H 0.4354 1.1819 1.2400  0.47
19 H 1.0402 0.3935 2.4109  0.50

- Kohn-Sham gap: 0.3500 Ha
- SMILES: SS.O.O.O.O.O

Of them, <P> has the lowest stability.

<P>
The following is a DFT calculation (ωB97M-V/def2-TZVPD) of 2 unconnected molecules or ions with the total composition C3H7O2S.

Last column: natural (NBO) charge in e.
Geometry (Å):
1 C -1.2308 -0.6557 1.1406  -0.73
2 S -1.9120 -0.9984 -0.5230  0.16
3 C -0.3880 -1.1824 -1.4673  -0.74
4 H -1.2917 0.4121 1.3282  0.22
5 H -0.1699 -0.8621 1.1698  0.23
6 H -1.8766 -1.1833 1.8351  0.23
7 H 0.2175 -2.0083 -1.0544  0.21
8 H -0.6254 -1.3948 -2.4853  0.23
9 H 0.2319 -0.2897 -1.4504  0.20
10 O 2.9529 2.3227 0.1173  -0.15
11 C 1.7260 2.0344 0.4171  0.56
12 O 1.3731 1.5245 1.4174  -0.55
13 H 0.9929 2.2809 -0.4450  0.13

- Kohn-Sham gap (spin up / spin down): 0.3387 / 0.1779 Ha
- Spin multiplicity: 2

<Q>
The following is a DFT calculation (ωB97M-V/def2-TZVPD) of 2 unconnected molecules or ions with the total composition C3H7O2S.

Last column: natural (NBO) charge in e.
Geometry (Å):
1 C 0.1292 0.8208 0.9552  -0.67
2 C 1.5664 0.4262 0.4154  -0.59
3 S 1.7615 -0.3395 -1.2829  0.38
4 H -0.5130 -0.1895 1.0525  0.25
5 H -0.4385 1.6352 0.2733  0.25
6 H 0.2497 1.4058 2.0400  0.24
7 H 2.1774 1.3237 0.5112  0.25
8 H 2.1987 -0.2652 1.1141  0.26
9 H 0.1850 -0.2636 -1.2952  0.32
10 O -2.7222 -0.7075 -0.1184  -0.63
11 C -1.7548 -1.0534 -0.8636  0.63
12 O -1.0409 -0.5812 -1.8120  -0.74
13 H -1.7986 -2.2117 -0.9895  0.03

- Kohn-Sham gap (spin up / spin down): 0.3277 / 0.1782 Ha
- Spin multiplicity: 2

Of them, <Q> has the lowest stability.

<P>
The following is a DFT calculation (ωB97M-V/def2-TZVPD) of a molecular structure, C2H5N5O.

Last column: natural (NBO) charge in e.
Geometry (Å):
1 C 1.3269 -0.8651 0.0652  0.66
2 C 0.3499 0.9816 0.5801  0.52
3 H -1.8240 1.1015 0.1918  0.36
4 H -2.0066 0.8157 -1.8909  0.39
5 H -0.6770 -1.7981 0.3322  0.32
6 H 1.8115 -2.7004 -0.6861  0.50
7 H -0.9943 2.2648 1.3317  0.35
8 N -1.5935 0.4700 -0.7765  -0.68
9 N -0.2920 0.4032 -0.5465  -0.17
10 N 0.1019 -1.0223 -0.5853  -0.45
11 N 1.6223 0.4010 0.5084  -0.52
12 N -0.0949 1.7145 1.5014  -0.69
13 O 2.2699 -1.7665 -0.0257  -0.60

- Kohn-Sham gap: 0.3143 Ha

<Q>
The following is a DFT calculation (ωB97M-V/def2-TZVPD) of 2 unconnected molecules or ions with the total composition C2H5N5O.

Last column: natural (NBO) charge in e.
Geometry (Å):
1 C -0.4723 -0.8239 -0.0005  0.50
2 C 1.6118 -0.1911 -0.0848  0.61
3 H -2.4759 -1.3154 0.2081  0.37
4 H -1.3056 -2.3884 0.6303  0.38
5 H 3.4717 0.5418 -0.5319  0.52
6 H -0.1803 2.1967 0.9854  0.41
7 H -1.6599 2.1668 -0.5441  0.35
8 N -1.6172 -1.7301 -0.2625  -0.77
9 N 0.8207 -1.2398 0.0713  -0.55
10 N 0.7942 0.9068 -0.4069  -0.45
11 N -0.5235 0.4608 -0.4012  -0.12
12 N -1.3518 1.6844 0.2501  -0.62
13 O 2.8881 -0.2685 0.0866  -0.64

- Kohn-Sham gap: 0.3184 Ha

Of them, <P> has the lowest stability.

<P>
The following is a DFT calculation (ωB97M-V/def2-TZVPD) of 2 unconnected molecules or ions with the total composition C4H12NPS2.

Last column: natural (NBO) charge in e.
Geometry (Å):
1 C 2.2628 -2.4572 -0.2754  -0.64
2 C 0.2608 2.4817 1.1187  -0.43
3 C -3.4417 -0.7317 -0.5858  -0.81
4 C 1.1689 -1.4374 -0.2102  -0.65
5 N 0.3938 1.0437 0.7556  -0.98
6 P 1.8323 0.1547 0.6694  1.06
7 S 3.4915 1.0778 0.0691  -0.53
8 S -2.8150 0.4174 0.6724  0.10
9 H 1.8213 -3.2578 -0.8977  0.22
10 H 3.2357 -2.0756 -0.7675  0.24
11 H 2.5476 -2.8091 0.7766  0.22
12 H 1.2873 2.8923 0.9356  0.23
13 H -0.2990 3.0248 0.3216  0.20
14 H -0.2271 2.5195 2.1334  0.20
15 H -3.6425 -0.2421 -1.6202  0.24
16 H -4.3371 -1.1968 -0.1064  0.25
17 H -2.6058 -1.4358 -0.8804  0.23
18 H 0.4044 -1.6892 0.3925  0.21
19 H 0.9273 -1.0027 -1.2434  0.23
20 H -0.4661 0.5303 1.1262  0.41

- Kohn-Sham gap (spin up / spin down): 0.2962 / 0.1680 Ha

<Q>
The following is a DFT calculation (ωB97M-V/def2-TZVPD) of 2 unconnected molecules or ions with the total composition C4H12NPS2.

Last column: natural (NBO) charge in e.
Geometry (Å):
1 C 1.3971 -2.1740 0.1642  -0.63
2 C 2.1191 0.3431 -0.4703  -0.64
3 C -2.1861 1.3622 1.0326  -1.00
4 C 0.9898 -0.7299 -0.3829  -0.03
5 N -0.2146 -0.1399 0.4010  -1.02
6 P -1.3304 0.7821 -0.4554  1.06
7 S -0.1123 3.4438 -1.3611  -0.26
8 S -2.4761 -0.9117 -0.9660  -0.27
9 H 1.9713 -2.0172 1.0925  0.21
10 H 0.3980 -2.6057 0.3679  0.22
11 H 1.8426 -2.6817 -0.6646  0.22
12 H 1.9485 1.1157 -1.1851  0.23
13 H 3.0797 -0.0786 -0.7335  0.21
14 H 2.3790 0.7774 0.4967  0.20
15 H -2.3940 0.2971 1.5561  0.25
16 H -1.7123 2.1720 1.4883  0.26
17 H -3.1203 1.8866 0.8166  0.25
18 H 0.7254 -0.7854 -1.5026  0.20
19 H 0.1950 0.1179 1.3170  0.40
20 H -3.4992 -0.1739 -1.0113  0.12

- Kohn-Sham gap (spin up / spin down): 0.2363 / 0.2401 Ha

Of them, <Q> has the lowest stability.

<P>
The following is a DFT calculation (ωB97M-V/def2-TZVPD) of a molecular structure, C28H25BrIMgN2OS.

Last column: natural (NBO) charge in e.
Geometry (Å):
1 Mg 13.5234 7.9269 12.3266  1.52
2 C 18.2828 6.0843 7.2964  -0.61
3 C 17.6266 7.3684 7.7918  -0.06
4 C 16.1450 7.5015 7.4480  -0.62
5 C 18.4622 8.6397 7.3900  -0.61
6 C 17.6684 7.3511 9.3379  0.01
7 C 18.8955 7.1218 9.9973  -0.21
8 C 18.9897 7.0769 11.4001  -0.20
9 C 17.8167 7.2127 12.1331  -0.24
10 S 17.6719 7.1460 13.8673  0.40
11 C 15.9113 7.2374 13.6160  0.16
12 N 15.4907 7.3705 12.3711  -0.66
13 C 16.5983 7.4378 11.4942  0.20
14 C 16.5162 7.5125 10.1014  -0.25
15 C 14.9610 7.1039 14.6990  -0.21
16 C 15.3067 6.6886 16.0037  -0.16
17 C 14.3241 6.4347 16.9347  -0.25
18 C 12.9797 6.7912 16.7160  -0.18
19 C 12.6428 7.2909 15.4555  -0.28
20 C 13.5949 7.4732 14.4726  -0.50
21 H 18.2142 6.0166 6.2197  0.21
22 H 17.8886 5.1437 7.7338  0.22
23 H 19.3561 6.1097 7.5835  0.21
24 H 16.0459 7.6124 6.3424  0.21
25 H 15.6584 8.3876 7.9055  0.22
26 H 15.6208 6.5915 7.7833  0.21
27 H 18.5915 8.7764 6.3011  0.21
28 H 19.4652 8.5936 7.8545  0.21
29 H 17.9945 9.5959 7.7834  0.22
30 H 19.8622 7.0810 9.4324  0.22
31 H 19.9778 6.9274 11.8989  0.22
32 H 15.5211 7.6231 9.6554  0.23
33 H 16.3479 6.4274 16.2488  0.20
34 H 14.5830 6.0308 17.8938  0.21
35 H 12.1959 6.6676 17.4540  0.21
36 H 11.6204 7.5861 15.2274  0.19
37 O 12.4180 6.9274 10.9830  -0.72
38 N 11.1084 6.9981 11.2800  0.04
39 C 10.2732 7.4292 10.3003  0.03
40 C 8.9325 7.5128 10.5529  -0.23
41 C 8.4470 7.2563 11.8815  -0.16
42 C 9.3366 6.6584 12.8701  -0.21
43 C 10.7125 6.5955 12.5453  0.00
44 H 10.6713 7.6753 9.3222  0.25
45 H 8.2494 7.9473 9.8638  0.24
46 H 7.4383 7.5162 12.2103  0.23
47 H 8.9799 6.3736 13.8492  0.24
48 H 11.4899 6.2950 13.2642  0.27
49 Br 15.4718 12.6713 14.3884  0.03
50 C 14.5115 13.6147 12.9798  -0.13
51 C 14.5590 15.0035 12.9228  -0.22
52 C 13.7588 15.7605 12.0757  -0.23
53 C 12.8304 15.1106 11.2645  -0.20
54 C 12.7576 13.7173 11.2520  -0.27
55 C 13.6294 13.0026 12.0575  -0.21
56 I 13.4517 10.8388 12.0495  -0.26
57 H 15.2725 15.4726 13.5846  0.21
58 H 13.8555 16.8598 12.0553  0.22
59 H 12.2033 15.7406 10.6777  0.20
60 H 12.0638 13.2823 10.5642  0.21

- Kohn-Sham gap (spin up / spin down): 0.1278 / 0.2591 Ha
- Spin multiplicity: 2

<Q>
The following is a DFT calculation (ωB97M-V/def2-TZVPD) of a molecular structure, C28H25BrIMgN2OS.

Last column: natural (NBO) charge in e.
Geometry (Å):
1 Mg 7.9214 10.7935 10.3839  1.52
2 C 8.6439 15.4557 14.3880  -0.60
3 C 9.4881 14.3914 15.1489  -0.09
4 C 10.8568 14.4212 14.4266  -0.60
5 C 9.6383 14.8469 16.6111  -0.61
6 C 8.7856 13.0576 14.9989  0.00
7 C 8.3681 12.3196 16.1542  -0.17
8 C 7.7090 11.1051 16.0362  -0.23
9 C 7.3684 10.6584 14.7963  -0.26
10 S 6.6429 9.1657 14.4695  0.41
11 C 6.8212 9.5541 12.7442  0.12
12 N 7.5021 10.6771 12.4490  -0.64
13 C 7.8114 11.3474 13.6105  0.14
14 C 8.4198 12.6005 13.7491  -0.24
15 C 6.4215 8.6147 11.7026  -0.10
16 C 5.6779 7.4618 11.9385  -0.20
17 C 5.3995 6.6198 10.8743  -0.25
18 C 5.7463 6.9527 9.5745  -0.21
19 C 6.4228 8.1709 9.3454  -0.24
20 C 6.8321 8.9429 10.3980  -0.59
21 H 9.1604 16.4115 14.5705  0.21
22 H 7.6086 15.5012 14.8171  0.21
23 H 8.5586 15.2462 13.2962  0.22
24 H 11.3027 15.4284 14.4603  0.21
25 H 10.8098 14.1345 13.3582  0.21
26 H 11.6160 13.7862 14.8984  0.20
27 H 10.0850 15.8250 16.5949  0.21
28 H 10.2303 14.1394 17.2252  0.21
29 H 8.6860 14.9621 17.1144  0.21
30 H 8.4848 12.7507 17.1529  0.21
31 H 7.4352 10.5056 16.8935  0.22
32 H 8.6312 13.1702 12.8196  0.23
33 H 5.3390 7.2139 12.9486  0.20
34 H 4.8878 5.6793 11.1020  0.21
35 H 5.5247 6.2968 8.7368  0.21
36 H 6.6633 8.5061 8.3336  0.20
37 O 9.8474 10.9018 10.3922  -0.73
38 N 10.4539 9.7736 10.9166  0.02
39 C 10.4571 8.5977 10.1983  0.05
40 C 11.3536 7.5931 10.6127  -0.23
41 C 12.1416 7.7817 11.7585  -0.15
42 C 12.0887 8.9730 12.4860  -0.23
43 C 11.1930 9.9329 12.0512  0.05
44 H 9.8451 8.5546 9.2685  0.26
45 H 11.5298 6.6994 10.0005  0.25
46 H 12.7709 6.9662 12.1061  0.23
47 H 12.8101 9.1422 13.3014  0.25
48 H 11.0186 10.8568 12.5700  0.25
49 Br 6.2666 16.1302 11.4441  0.03
50 C 5.8964 16.1692 9.5925  -0.15
51 C 5.9331 17.3804 8.9464  -0.22
52 C 5.7408 17.4606 7.5455  -0.23
53 C 5.4333 16.2925 6.8514  -0.20
54 C 5.3514 15.0665 7.5282  -0.26
55 C 5.6554 15.0107 8.8698  -0.25
56 I 6.1054 13.1429 9.7522  -0.15
57 H 6.1693 18.2715 9.5537  0.22
58 H 5.7408 18.4166 7.0916  0.21
59 H 5.2228 16.3369 5.7533  0.21
60 H 5.0284 14.1640 7.0316  0.21

- Kohn-Sham gap (spin up / spin down): 0.1070 / 0.2480 Ha
- Spin multiplicity: 2

Of them, <P> has the lowest stability.